(1)
Formula: C22H44CuN3Sb
Source: the OMol25 dataset
Level of theory: ωB97M-V/def2-TZVPD

Cartesian coordinates (Å):
Cu (0.941, -1.265, 0.510)
N (-0.755, -2.061, -0.645)
C (-0.952, -3.576, -0.693)
C (0.069, -4.366, -1.517)
C (1.533, -4.121, -1.284)
C (2.045, -2.784, -1.772)
N (2.408, -1.851, -0.595)
H (-1.629, -1.705, -0.321)
H (-0.605, -1.719, -1.618)
H (-1.950, -3.894, -0.999)
H (-0.817, -3.953, 0.359)
H (-0.170, -4.287, -2.606)
H (-0.195, -5.407, -1.315)
H (2.122, -4.908, -1.773)
H (1.682, -4.244, -0.210)
H (1.333, -2.195, -2.372)
H (2.951, -2.879, -2.378)
H (2.955, -1.090, -0.978)
H (3.085, -2.379, -0.025)
C (1.460, -3.339, 3.595)
C (0.280, -2.579, 4.264)
C (-1.104, -2.819, 3.636)
C (0.700, -1.111, 4.435)
C (1.354, -0.778, 5.592)
C (1.728, 0.580, 5.862)
C (1.402, 1.592, 4.934)
C (0.775, 1.280, 3.743)
C (0.269, 2.341, 2.742)
C (1.333, 2.629, 1.665)
C (-1.102, 1.980, 2.103)
C (0.632, -0.155, 3.329)
N (0.439, -0.480, 2.113)
H (1.271, -4.416, 3.334)
H (2.332, -3.211, 4.269)
H (1.664, -2.862, 2.616)
H (0.265, -2.944, 5.264)
H (-1.045, -2.445, 2.627)
H (-1.957, -2.327, 4.209)
H (-1.323, -3.930, 3.722)
H (1.566, -1.570, 6.332)
H (2.240, 0.821, 6.793)
H (1.594, 2.642, 5.209)
H (0.080, 3.290, 3.296)
H (1.677, 1.698, 1.199)
H (2.209, 3.131, 2.116)
H (1.035, 3.334, 0.904)
H (-0.972, 1.357, 1.206)
H (-1.631, 2.938, 1.874)
H (-1.799, 1.469, 2.805)
C (-2.424, 4.943, -2.277)
C (-2.354, 4.062, -3.541)
Sb (-1.337, 2.138, -3.037)
C (-2.295, 0.618, -4.377)
C (-2.912, 1.318, -5.578)
C (0.551, 2.375, -4.083)
C (1.416, 3.438, -3.439)
H (-3.042, 5.831, -2.481)
H (-1.408, 5.269, -1.947)
H (-2.822, 4.433, -1.407)
H (-1.757, 4.404, -4.334)
H (-3.356, 3.743, -3.902)
H (-3.085, 0.226, -3.707)
H (-1.498, -0.110, -4.535)
H (-3.744, 1.930, -5.306)
H (-3.260, 0.546, -6.298)
H (-2.219, 2.033, -6.112)
H (0.226, 2.762, -5.023)
H (0.982, 1.375, -4.226)
H (0.835, 4.406, -3.528)
H (2.312, 3.627, -4.013)
H (1.768, 3.204, -2.406)

Summary:
Spin multiplicity   1
Total charge   -1
HOMO level   -0.919 eV
Energy relative to the best compared isomer or geometry (same formula, charge and spin)   22.19 kJ/mol
Kohn-Sham gap   3.11 eV

Formally, the Löwdin partial charges of the atoms, in units of the elementary charge, are as follows: Cu 0.247; N -0.009; C -0.229; C -0.240; C -0.213; C -0.218; N -0.065; H 0.067; H 0.071; H 0.098; H 0.120; H 0.115; H 0.106; H 0.110; H 0.115; H 0.100; H 0.100; H 0.075; H 0.092; C -0.097; C -0.399; C -0.099; C -0.202; C -0.124; C -0.183; C -0.135; C -0.177; C -0.381; C -0.107; C -0.122; C -0.410; N -0.070; H 0.060; H 0.072; H 0.028; H 0.086; H 0.017; H 0.085; H 0.068; H 0.091; H 0.043; H 0.087; H 0.114; H 0.043; H 0.065; H 0.040; H 0.033; H 0.054; H 0.074; C -0.219; C -0.436; Sb 1.353; C -0.449; C -0.235; C -0.495; C -0.220; H 0.060; H 0.069; H 0.046; H 0.005; H 0.038; H 0.031; H 0.027; H 0.034; H 0.064; H 0.075; H 0.017; H 0.043; H 0.074; H 0.049; H 0.076

=====

(2)
Formula: C28H64LiN2O24P
Source: the OMol25 dataset
Level of theory: ωB97M-V/def2-TZVPD

Cartesian coordinates (Å):
C (-2.451, -2.286, -3.082)
N (-1.862, -2.811, -1.770)
C (-2.350, -4.203, -1.877)
C (-0.409, -2.645, -1.809)
C (-2.401, -2.088, -0.578)
C (-2.147, -2.772, 0.793)
O (-2.312, -1.679, 1.819)
H (-2.119, -1.259, -2.876)
H (-3.458, -2.405, -3.247)
H (-1.794, -2.652, -4.119)
H (-1.925, -4.735, -1.039)
H (-1.961, -4.655, -2.710)
H (-3.431, -4.259, -1.894)
H (0.177, -2.966, -0.919)
H (-0.152, -1.514, -1.634)
H (-0.184, -3.064, -2.819)
H (-3.472, -1.884, -0.674)
H (-1.914, -1.214, -0.524)
H (-1.208, -3.189, 0.982)
H (-2.870, -3.545, 1.134)
H (-1.458, -1.265, 1.755)
C (4.329, 0.691, 5.202)
N (3.003, 1.248, 5.042)
C (2.708, 1.976, 6.295)
C (3.046, 2.250, 3.848)
C (2.005, 0.239, 4.712)
C (0.556, 0.649, 4.486)
O (-0.200, -0.550, 4.166)
H (4.545, 0.182, 4.286)
H (4.621, -0.066, 5.975)
H (5.268, 1.324, 5.231)
H (1.729, 2.341, 6.043)
H (3.427, 2.860, 6.540)
H (2.522, 1.150, 6.959)
H (2.242, 2.715, 3.834)
H (3.013, 1.572, 3.088)
H (3.876, 2.979, 3.788)
H (2.167, -0.516, 5.499)
H (2.226, -0.226, 3.748)
H (0.498, 1.333, 3.914)
H (0.136, 0.938, 5.488)
H (-0.464, -0.489, 3.289)
Li (-0.194, 1.385, 1.293)
P (1.093, -0.437, 0.824)
O (0.475, 0.362, -0.266)
O (-0.272, -0.434, 1.599)
O (1.601, 0.666, 1.513)
O (1.848, -1.737, 0.651)
C (2.039, 3.638, -0.019)
O (1.223, 4.669, 0.543)
C (0.043, 4.420, 0.993)
O (-0.549, 3.348, 0.995)
O (-0.557, 5.501, 1.452)
C (-1.921, 5.536, 1.547)
H (1.527, 2.699, -0.692)
H (2.497, 3.107, 0.906)
H (2.881, 4.046, -0.693)
H (-2.332, 6.290, 0.955)
H (-2.070, 5.952, 2.681)
H (-2.508, 4.717, 1.494)
C (3.756, -1.455, -1.678)
O (4.996, -1.907, -2.167)
C (5.804, -1.033, -2.646)
O (5.587, 0.207, -2.499)
O (6.946, -1.273, -3.259)
C (7.882, -0.338, -3.547)
H (3.727, -0.797, -0.903)
H (3.441, -2.375, -1.119)
H (3.084, -1.202, -2.327)
H (7.573, 0.717, -4.131)
H (8.787, -0.872, -4.178)
H (8.499, 0.011, -2.691)
C (1.997, -4.913, 0.853)
O (1.723, -6.267, 1.208)
C (1.272, -7.065, 0.248)
O (1.088, -6.653, -0.859)
O (1.135, -8.331, 0.568)
C (0.800, -9.223, -0.517)
H (2.562, -4.818, 0.103)
H (2.573, -4.664, 1.806)
H (1.052, -4.264, 0.636)
H (-0.041, -8.886, -1.031)
H (0.807, -10.240, -0.258)
H (1.413, -9.143, -1.427)
C (-5.407, 1.416, -4.533)
O (-4.475, 2.252, -3.722)
C (-3.756, 1.654, -2.859)
O (-4.012, 0.558, -2.420)
O (-2.750, 2.393, -2.398)
C (-1.642, 1.879, -1.531)
H (-5.044, 0.749, -5.156)
H (-6.130, 1.907, -5.219)
H (-6.214, 0.615, -3.834)
H (-1.250, 1.603, -2.292)
H (-1.935, 1.356, -0.723)
H (-1.000, 2.618, -1.148)
C (-1.603, 3.113, -6.652)
O (-0.473, 3.068, -5.834)
C (-0.288, 1.898, -5.118)
O (-1.038, 0.902, -5.244)
O (0.810, 1.840, -4.271)
C (1.188, 0.606, -3.528)
H (-1.458, 2.509, -7.497)
H (-1.838, 4.048, -7.132)
H (-2.646, 2.813, -6.132)
H (1.680, 0.933, -2.584)
H (2.210, 0.086, -4.049)
H (0.328, -0.006, -3.294)
C (-6.369, 4.459, 2.764)
O (-6.051, 3.202, 2.586)
C (-4.723, 2.879, 2.963)
O (-3.992, 3.731, 3.485)
O (-4.265, 1.729, 2.672)
C (-2.982, 1.137, 2.926)
H (-6.560, 4.732, 3.787)
H (-7.395, 4.434, 2.348)
H (-5.768, 5.264, 2.495)
H (-2.170, 1.999, 3.242)
H (-2.775, 0.768, 1.762)
H (-3.044, 0.400, 3.833)

Summary:
Spin multiplicity   1
HOMO level   -6.071 eV
Energy relative to the best compared isomer or geometry (same formula, charge and spin)   454.19 kJ/mol
Kohn-Sham gap   6.06 eV

These are the Löwdin partial charges, in e, on atoms 1 to 99: C 0.006; N -0.361; C -0.009; C -0.003; C -0.078; C -0.142; O -0.122; H 0.086; H 0.066; H 0.192; H 0.106; H 0.073; H 0.117; H 0.091; H 0.116; H 0.114; H 0.151; H 0.069; H 0.083; H 0.123; H -0.083; C -0.057; N -0.360; C 0.012; C 0.073; C -0.110; C -0.181; O -0.018; H 0.101; H 0.129; H 0.131; H 0.086; H 0.160; H 0.106; H 0.017; H 0.051; H 0.141; H 0.154; H 0.140; H -0.002; H 0.141; H -0.034; Li 0.566; P -0.178; O -0.405; O -0.456; O -0.355; O -0.340; C -0.032; O 0.029; C -0.599; O 0.039; O 0.033; C -0.059; H 0.154; H 0.098; H 0.111; H 0.076; H 0.160; H 0.040; C -0.022; O 0.069; C -0.563; O 0.035; O -0.011; C -0.147; H 0.065; H 0.112; H 0.019; H 0.151; H 0.133; H 0.080; C -0.026; O 0.008; C -0.642; O 0.109; O 0.039; C -0.028; H 0.002; H 0.135; H 0.107; H 0.067; H 0.080; H 0.102; C -0.007; O 0.042; C -0.681; O 0.088; O 0.029; C 0.072; H 0.005; H 0.088; H 0.184; H -0.021; H 0.060; H 0.074; C -0.091; O -0.005; C -0.464

=====

(3)
Formula: C8H10N3O
Source: the OMol25 dataset
Level of theory: ωB97M-V/def2-TZVPD

Cartesian coordinates (Å):
C (2.918, -1.113, 0.088)
C (3.216, 0.261, -0.027)
C (1.582, -1.532, -0.008)
C (2.160, 1.119, -0.274)
C (0.521, -0.593, 0.003)
C (0.847, 0.771, -0.061)
C (-0.825, -1.078, 0.048)
C (-1.553, 1.398, 0.274)
N (-0.190, 1.727, 0.002)
N (-1.829, 0.013, -0.176)
N (-3.088, -0.489, -0.449)
O (-1.297, -2.282, -0.003)
H (3.740, -1.929, 0.155)
H (4.133, 0.764, -0.054)
H (1.235, -2.611, 0.040)
H (2.299, 2.103, -0.433)
H (-1.931, 1.335, 1.325)
H (-2.311, 2.136, -0.179)
H (-0.016, 2.663, 0.366)
H (-2.254, -2.229, 0.088)
H (-3.659, -0.016, -1.138)
H (-3.698, -0.418, 0.415)

Summary:
Spin multiplicity   1
Total charge   +1
HOMO level (alpha / beta)   -12.270 / -12.269 eV
SMILES   N[N+]1=C(O)c2ccccc2NC1
Energy relative to the best compared isomer or geometry (same formula, charge and spin)   173.92 kJ/mol
Kohn-Sham gap (alpha / beta)   7.61 / 7.61 eV

Formally, the Löwdin partial charges of the atoms, in units of the elementary charge, are as follows: C -0.042; C -0.002; C 0.009; C -0.004; C -0.101; C -0.161; C -0.108; C -0.147; N 0.073; N -0.112; N 0.056; O 0.204; H 0.149; H 0.108; H 0.149; H 0.090; H 0.135; H 0.159; H 0.159; H 0.125; H 0.119; H 0.141

=====

no.,E_tot (Ha)
1,-2909.5110
2,-3368.8715
3,-550.0456